i:
One molecule with the formula C5H8S, computed with wB97M-V/def2-TZVPD.

XYZ file:
```
14
Properties=species:S:1:pos:R:3
C -2.051 -0.373 0.415
C -0.852 -0.903 -0.328
C 0.362 -0.244 0.316
C 0.959 1.210 -0.024
C 1.787 -0.048 -0.416
H -1.612 0.019 1.598
H -1.023 -0.666 -1.413
H -0.618 -1.887 -0.145
H 0.512 -0.490 1.433
H 1.125 1.963 0.759
H 0.396 1.770 -0.684
H 2.690 -0.640 0.180
H 1.662 -0.113 -1.462
S -3.338 0.404 -0.231
```

The HOMO energy is -8.684 eV. The multiplicity is 1. The calculation puts the molecular weight at 100.19 g/mol. Its frontier orbital gap is 8.4 eV. Its SMILES is S=CCC1CC1. The calculation puts the LUMO energy at -0.317 eV.

=====

ii:
A 2-piece molecular cluster, C5H8S overall, computed with wB97M-V/def2-TZVPD.

XYZ file:
```
14
Properties=species:S:1:pos:R:3
C 0.425 -0.702 -2.469
C 0.612 -1.809 -2.081
C -0.593 1.047 0.195
C 0.841 1.244 0.650
C -1.356 -0.225 0.685
S -1.384 1.925 -0.917
H -0.094 0.168 -2.727
H 1.123 -2.640 -1.715
H 1.449 0.494 0.239
H 0.794 1.437 1.665
H 1.053 2.172 0.081
H -1.911 0.048 1.541
H -0.674 -0.938 0.975
H -1.821 -0.561 -0.247
```

The HOMO energy is -8.550 eV. The multiplicity is 1. The calculation puts the molecular weight at 100.19 g/mol. Its frontier orbital gap is 8.6 eV. Its SMILES is CC(C)=S.C#C. The calculation puts the LUMO energy at 0.050 eV.

=====

Most stable: ii

=====

i:
One molecule with the formula C5H8S, computed with wB97M-V/def2-TZVPD.

XYZ file:
```
14
Properties=species:S:1:pos:R:3
C -1.277 -0.600 0.431
C -0.053 0.157 -0.146
C -0.058 1.438 -0.134
C 1.107 -0.694 -0.477
C 2.370 -0.333 -0.314
H -3.497 0.193 0.454
H -1.038 -1.690 0.502
H -1.419 -0.272 1.462
H -0.874 2.029 0.255
H 0.823 2.004 -0.461
H 0.812 -1.771 -0.379
H 3.233 -0.988 -0.323
H 2.642 0.719 -0.318
S -2.772 -0.190 -0.551
```

The HOMO energy is -8.751 eV. The multiplicity is 1. The calculation puts the molecular weight at 100.19 g/mol. Its frontier orbital gap is 9.4 eV. Its SMILES is C=CC(=C)CS. The calculation puts the LUMO energy at 0.659 eV.

=====

ii:
One molecule with the formula C5H8S, computed with wB97M-V/def2-TZVPD.

XYZ file:
```
14
Properties=species:S:1:pos:R:3
C -1.625 -0.244 -0.340
C -0.302 -0.012 0.420
C 0.658 -1.192 0.108
C 1.661 1.172 -0.125
C 0.374 1.308 0.129
H -1.353 -0.241 -1.385
H -2.027 -1.281 -0.013
H -2.401 0.493 -0.078
H -0.566 -0.054 1.513
H 0.668 -2.008 0.849
H 0.409 -1.693 -0.821
H 2.319 1.896 -0.402
H -0.136 2.326 0.215
S 2.321 -0.471 -0.070
```

The HOMO energy is -7.984 eV. The multiplicity is 1. The calculation puts the molecular weight at 100.19 g/mol. Its frontier orbital gap is 9.0 eV. Its SMILES is C[C@@H]1C=CSC1. The calculation puts the LUMO energy at 0.989 eV.

=====

Most stable: ii

=====

i:
A 6-piece molecular cluster, C6H25NO6 overall, computed with wB97M-V/def2-TZVPD.

XYZ file:
```
38
Properties=species:S:1:pos:R:3
C 0.525 -1.297 -1.712
N 0.607 0.110 -2.145
C -0.616 0.780 -2.568
O -1.408 1.166 -1.422
C 1.013 -1.505 -0.283
C -0.050 -1.224 0.808
C -1.248 -2.160 0.741
C 0.645 -1.454 2.185
H -0.472 -1.759 -1.832
H 1.088 -1.934 -2.419
H 1.001 0.716 -1.414
H -1.297 0.127 -3.093
H -0.313 1.745 -2.995
H -0.896 1.728 -0.827
H 1.359 -2.545 -0.337
H 1.861 -0.781 -0.071
H -0.417 -0.195 0.529
H -0.943 -3.063 0.228
H -1.866 -2.375 1.629
H -1.867 -1.682 -0.020
H 0.322 -0.779 2.988
H 0.475 -2.510 2.466
H 1.727 -1.335 2.172
H -2.458 -0.403 -1.146
H -3.630 0.281 -1.596
O -3.418 -0.519 -1.096
H 1.903 3.215 0.395
H 2.459 2.532 1.778
O 2.632 3.055 0.998
H 0.141 2.343 0.858
H -0.358 3.691 0.471
O 0.070 2.914 0.077
H -2.857 0.630 1.247
H -2.546 2.151 1.476
O -2.170 1.267 1.493
H 3.672 -1.132 0.962
H 3.976 0.427 0.572
O 3.356 -0.229 0.901
```

The HOMO energy is -8.723 eV. The multiplicity is 1. The calculation puts the molecular weight at 207.27 g/mol. Its frontier orbital gap is 8.8 eV. Its SMILES is CC(C)CCNCO.O.O.O.O.O. The calculation puts the LUMO energy at 0.044 eV.

=====

ii:
A 7-piece molecular cluster, C6H25NO6 overall, computed with wB97M-V/def2-TZVPD.

XYZ file:
```
38
Properties=species:S:1:pos:R:3
C -0.326 3.086 -0.453
N -0.494 2.365 0.828
C -0.143 0.936 0.713
C 0.428 0.226 1.937
C -0.030 -1.206 1.964
C 0.794 -2.247 1.955
C 1.016 3.058 -1.174
H -0.314 4.114 -0.066
H -1.211 2.937 -1.068
H 0.085 2.793 1.536
H -0.907 0.431 0.123
H 0.636 0.843 -0.050
H 1.491 0.448 1.931
H -0.109 0.593 2.827
H -1.104 -1.330 1.994
H 0.425 -3.261 2.012
H 1.856 -2.053 1.924
H 1.019 3.604 -2.120
H 1.763 3.405 -0.461
H 1.414 2.116 -1.569
H -1.371 -2.290 -2.986
H -2.135 -1.186 -2.141
O -1.267 -1.647 -2.281
H 0.333 -3.757 -0.195
H -0.381 -2.718 -1.257
O 0.336 -3.357 -1.043
H 3.273 -2.795 -0.413
H 1.975 -2.435 -1.122
O 2.868 -2.098 -0.937
H -3.799 -0.892 -0.790
H -3.415 0.369 -1.699
O -3.635 -0.564 -1.677
H 3.710 0.682 -0.642
H 2.916 -0.485 0.093
O 3.078 0.473 0.047
H -2.356 1.095 1.114
H -3.358 0.316 2.024
O -3.058 0.430 1.123
```

The HOMO energy is -8.926 eV. The multiplicity is 1. The calculation puts the molecular weight at 207.27 g/mol. Its frontier orbital gap is 9.5 eV. Its SMILES is C=CCCNCC.O.O.O.O.O.O. The calculation puts the LUMO energy at 0.526 eV.

=====

Most stable: ii

=====

i:
One molecule with the formula C6H9N3, computed with wB97M-V/def2-TZVPD.

XYZ file:
```
18
Properties=species:S:1:pos:R:3
C -2.279 -1.002 0.032
C -1.901 1.553 -0.242
C -0.979 -0.081 1.917
C 1.174 0.471 -0.187
C 0.003 -0.586 -1.761
C -1.202 -0.072 0.335
N -3.089 -1.819 -0.052
N -2.362 2.391 -0.856
N 0.027 -0.344 -0.334
H -1.023 -1.124 2.227
H 0.080 0.202 2.094
H -1.631 0.647 2.357
H 2.082 0.060 -0.444
H 1.199 1.398 -0.828
H 1.458 0.836 0.756
H -0.767 -1.270 -1.918
H -0.045 0.212 -2.393
H 0.818 -1.120 -1.967
```

The HOMO energy is -10.171 eV. The multiplicity is 1. The calculation puts the molecular weight at 123.16 g/mol. Its frontier orbital gap is 10.7 eV. Its SMILES is CN(C)C(C)(C#N)C#N. The calculation puts the LUMO energy at 0.553 eV.

=====

ii:
A 3-piece molecular cluster, C6H9N3 overall, computed with wB97M-V/def2-TZVPD.

XYZ file:
```
18
Properties=species:S:1:pos:R:3
C 10.084 4.661 3.522
C 10.219 6.043 3.080
N 10.241 7.137 2.657
H 9.363 4.627 4.271
H 11.066 4.317 3.846
H 9.723 4.016 2.730
C 3.800 3.902 3.024
C 3.761 5.354 3.004
N 3.643 6.468 2.680
H 4.261 3.435 3.885
H 4.457 3.520 2.294
H 2.738 3.562 2.913
C 7.152 7.281 3.218
C 7.149 5.867 2.896
N 7.074 4.739 2.744
H 6.124 7.679 3.148
H 7.814 7.801 2.482
H 7.592 7.460 4.141
```

The HOMO energy is -11.653 eV. The multiplicity is 1. The calculation puts the molecular weight at 123.16 g/mol. Its frontier orbital gap is 12.4 eV. Its SMILES is CC#N.CC#N.CC#N. The calculation puts the LUMO energy at 0.766 eV.

=====

iii:
C6H9N3 as an isolated structure, computed with wB97M-V/def2-TZVPD.

XYZ file:
```
18
Properties=species:S:1:pos:R:3
C 0.120 1.796 -2.040
C 1.026 0.773 -1.857
C -0.580 0.822 -0.345
C 0.481 -0.691 0.323
C 0.352 -2.212 0.014
C -1.122 0.434 2.052
N -0.851 1.870 -1.083
N 0.552 0.157 -0.761
N -0.847 -0.035 0.697
H 0.098 2.658 -2.645
H 1.990 0.652 -2.392
H 1.242 -0.418 1.050
H -0.681 -2.389 -0.492
H 0.550 -2.585 0.985
H 1.161 -2.479 -0.655
H -1.603 -0.319 2.654
H -0.229 0.670 2.560
H -1.659 1.297 1.936
```

The HOMO energy is -7.684 eV. The multiplicity is 1. The calculation puts the molecular weight at 123.16 g/mol. Its frontier orbital gap is 8.5 eV. The calculation puts the LUMO energy at 0.823 eV.

=====

iv:
One molecule with the formula C6H9N3, computed with wB97M-V/def2-TZVPD.

XYZ file:
```
18
Properties=species:S:1:pos:R:3
C -2.548 1.728 -1.361
C -1.616 1.868 -0.366
C -1.447 -0.019 -1.396
C 0.235 0.024 0.194
C 1.506 0.867 0.138
C 0.010 -2.390 -0.095
N -2.421 0.528 -2.021
N -0.895 0.707 -0.405
N 0.345 -1.143 -0.673
H -3.330 2.399 -1.652
H -1.426 2.663 0.322
H -0.005 -0.234 1.244
H 2.316 0.342 0.634
H 1.345 1.819 0.636
H 1.778 1.040 -0.898
H 0.874 -2.730 0.492
H -0.857 -2.367 0.580
H -0.157 -3.113 -0.893
```

The HOMO energy (alpha / beta) is -8.961 / -8.961 eV. The multiplicity is 1. The calculation puts the molecular weight at 123.16 g/mol. Its frontier orbital gap (alpha / beta) is 7.9 / 7.9 eV. The calculation puts the LUMO energy (alpha / beta) at -1.043 / -1.043 eV.

=====

Most stable: ii

=====

i:
One molecule with the formula C6H9N3, computed with wB97M-V/def2-TZVPD.

XYZ file:
```
18
Properties=species:S:1:pos:R:3
C 1.391 -1.094 -0.342
C 1.341 0.246 -0.301
C 0.068 -1.607 -0.204
C -1.906 -0.183 0.485
C 2.477 1.195 -0.329
C -2.539 1.165 0.592
N 0.095 0.719 -0.158
N -0.656 -0.342 0.105
N -0.314 -2.849 -0.311
H 2.133 -1.806 -0.570
H -2.658 -0.942 0.564
H 2.233 2.297 -0.390
H 3.135 0.978 0.568
H 3.154 1.042 -1.169
H -2.201 2.003 -0.111
H -2.383 1.709 1.500
H -3.682 1.022 0.409
H 0.313 -3.553 -0.336
```

The HOMO energy is -7.300 eV. The multiplicity is 1. The calculation puts the molecular weight at 123.16 g/mol. Its frontier orbital gap is 6.8 eV. The calculation puts the LUMO energy at -0.522 eV.

=====

ii:
C6H9N3 as an isolated structure, computed with wB97M-V/def2-TZVPD.

XYZ file:
```
18
Properties=species:S:1:pos:R:3
C -0.086 0.023 -1.810
C 0.080 0.301 -0.288
C -1.164 0.796 0.094
C -0.764 -0.536 0.550
C -1.448 -1.815 0.085
C 1.252 0.859 0.459
H 0.233 -1.269 -2.211
H -1.296 0.056 -1.974
H 0.078 1.132 -2.147
H -1.811 0.358 -0.853
H -1.314 1.792 0.480
H -0.241 -0.737 1.583
H 0.863 2.365 -0.715
H 2.307 2.660 0.344
H 1.868 -0.685 1.308
N -1.896 -2.879 -0.034
N 1.536 2.206 0.135
N 2.087 0.182 1.277
```

The HOMO energy is -9.571 eV. The multiplicity is 1. The calculation puts the molecular weight at 123.16 g/mol. Its frontier orbital gap is 10.1 eV. The calculation puts the LUMO energy at 0.481 eV.

=====

Most stable: i

=====

i:
A 2-piece molecular cluster, C4H5ClO overall, computed with wB97M-V/def2-TZVPD.

XYZ file:
```
11
Properties=species:S:1:pos:R:3
C 2.837 -0.121 -1.436
C -2.587 0.434 1.227
C 2.144 -0.768 -0.593
C -1.446 0.625 0.590
O 3.533 0.553 -2.086
Cl -1.199 -0.294 -0.866
H -2.748 0.877 2.148
H -3.300 -0.303 0.839
H 2.389 -1.800 -0.210
H 1.101 -0.596 -0.485
H -0.726 1.393 0.873
```

The HOMO energy is -9.310 eV. The multiplicity is 1. The calculation puts the molecular weight at 104.54 g/mol. Its frontier orbital gap is 10.2 eV. Its SMILES is C=C=O.C=CCl. The calculation puts the LUMO energy at 0.862 eV.

=====

ii:
One molecule with the formula C4H5ClO, computed with wB97M-V/def2-TZVPD.

XYZ file:
```
11
Properties=species:S:1:pos:R:3
C -0.712 -0.838 1.534
C -0.592 0.110 0.652
C 0.605 0.255 -0.281
C 0.387 0.707 -1.706
H -1.553 -0.888 2.280
H -1.356 0.928 0.710
H 1.044 -0.736 -0.437
H 1.263 0.984 0.085
H 1.248 0.757 -2.337
O -0.725 1.000 -2.139
Cl 0.390 -2.279 1.640
```

The HOMO energy is -9.915 eV. The multiplicity is 1. The calculation puts the molecular weight at 104.54 g/mol. Its frontier orbital gap is 10.8 eV. Its SMILES is O=CC/C=C\Cl. The calculation puts the LUMO energy at 0.844 eV.

=====

Most stable: ii

=====

i:
One molecule with the formula CHN3O2, computed with wB97M-V/def2-TZVPD.

XYZ file:
```
7
Properties=species:S:1:pos:R:3
C 0.011 -0.321 0.210
H -0.852 -2.274 -0.283
N 0.282 0.282 -1.088
N 0.659 1.436 -0.839
N 0.116 0.620 1.107
O -0.798 -1.466 0.461
O 0.581 1.722 0.432
```

The HOMO energy is -11.244 eV. The multiplicity is 1. The calculation puts the molecular weight at 87.04 g/mol. Its frontier orbital gap is 11.3 eV. Its SMILES is Oc1nnon1. The calculation puts the LUMO energy at 0.104 eV.

=====

ii:
A 2-piece molecular cluster, CHN3O2 overall, computed with wB97M-V/def2-TZVPD.

XYZ file:
```
7
Properties=species:S:1:pos:R:3
C -0.854 -0.640 -0.015
N 2.517 -0.206 -0.128
N 1.618 0.421 0.026
N -1.924 -0.089 -0.069
O -0.001 -1.432 -0.040
O 0.674 1.071 0.232
H -2.029 0.875 -0.006
```

The HOMO energy is -11.097 eV. The multiplicity is 1. The calculation puts the molecular weight at 87.04 g/mol. Its frontier orbital gap is 11.9 eV. Its SMILES is N#[N+][O-].N=C=O. The calculation puts the LUMO energy at 0.756 eV.

=====

iii:
CHN3O2 as an isolated structure, computed with wB97M-V/def2-TZVPD.

XYZ file:
```
7
Properties=species:S:1:pos:R:3
O -1.606 0.035 -1.222
C -0.501 -0.059 -0.750
N -0.277 0.237 0.655
N 0.960 0.037 1.024
N 1.722 -0.310 0.160
O 0.673 -0.391 -1.224
H -0.971 0.451 1.358
```

The HOMO energy is -11.114 eV. The multiplicity is 1. The calculation puts the molecular weight at 87.04 g/mol. Its frontier orbital gap is 10.9 eV. The calculation puts the LUMO energy at -0.233 eV.

=====

iv:
One molecule with the formula CHN3O2, computed with wB97M-V/def2-TZVPD.

XYZ file:
```
7
Properties=species:S:1:pos:R:3
C 0.789 -0.059 0.097
H -1.857 -0.689 0.786
N 0.010 1.120 0.077
N -1.213 0.847 -0.017
N -1.422 -0.566 -0.250
O 1.947 0.025 -0.104
O -0.009 -1.121 0.100
```

The HOMO energy is -11.318 eV. The multiplicity is 1. The calculation puts the molecular weight at 87.04 g/mol. Its frontier orbital gap is 10.5 eV. Its SMILES is O=c1nn[nH]o1. The calculation puts the LUMO energy at -0.866 eV.

=====

Most stable: ii